C51H50KN5O2Te | wB97M-V/def2-TZVPD

Last column: Löwdin charge in e.
Element x y z (Å)
Te -1.88 0.87 5.18  1.219
K 0.01 0.91 -1.94  0.718
O 1.54 -0.94 -0.13  -0.112
O 0.78 -3.67 -1.21  0.093
N -2.49 2.57 -0.93  0.051
N 0.04 0.68 -4.66  -0.019
N -3.19 0.06 -1.70  0.045
N -0.36 3.14 -3.38  -0.020
N 0.44 1.42 2.37  0.109
C 1.45 -3.89 -0.22  -0.291
C 0.35 -0.30 6.89  -0.193
C 1.14 1.62 5.69  -0.164
C -1.24 -1.37 -5.19  -0.213
C 1.34 -0.94 2.25  -0.125
C 0.42 4.57 -6.75  -0.164
C -5.76 2.72 0.85  -0.149
C 1.41 0.57 2.29  -0.185
C 5.17 0.72 2.61  -0.089
C -1.60 -1.43 -3.71  -0.205
C 2.67 -7.41 -0.94  -0.095
C -0.94 1.09 2.12  -0.297
C 2.60 0.44 7.21  -0.090
C 1.92 -6.22 -0.95  -0.018
C 0.30 4.28 -5.41  -0.055
C -0.94 4.44 -1.29  -0.205
C 0.92 -3.70 4.71  -0.095
C 4.34 -6.36 0.48  -0.096
C -3.12 -1.72 -3.39  -0.185
C -6.19 1.52 1.47  -0.163
C -2.35 4.02 -0.91  -0.267
C 1.47 -3.01 1.02  -0.080
C 3.06 2.54 2.22  -0.043
C 2.38 -5.11 -0.22  -0.129
C 2.32 1.54 6.34  -0.089
C -3.88 0.64 -0.73  -0.239
C -0.18 1.73 -5.37  -0.259
C -0.15 3.09 -4.64  -0.243
C 3.86 0.32 2.55  -0.033
C -5.57 0.27 1.22  -0.163
C 1.22 -3.02 3.46  -0.311
C -3.64 2.09 -0.51  -0.267
C 2.78 1.19 2.33  -0.129
C 3.62 -5.18 0.46  -0.025
C 0.06 -0.62 -5.35  -0.253
C 1.22 -1.61 3.45  -0.008
C -0.53 4.42 -2.77  -0.288
C 0.11 3.79 -7.88  -0.177
C -3.50 -1.33 -1.98  -0.288
C 1.61 -0.48 7.42  -0.130
C 0.10 0.73 5.96  -0.574
C -1.66 0.20 3.11  -0.464
C -4.66 -0.13 0.28  -0.067
C 1.44 -1.60 0.97  -0.356
C 4.37 2.97 2.28  -0.103
C 5.46 2.10 2.50  -0.094
C 3.85 -7.45 -0.22  -0.130
C -0.62 1.70 -6.73  -0.071
C -4.76 2.93 -0.06  -0.069
C -0.44 2.52 -7.81  -0.158
C 1.38 -3.69 2.26  -0.010
H 4.56 4.04 2.06  0.100
H 0.97 -6.21 -1.46  0.107
H -1.38 -0.45 -3.29  0.019
H 2.32 3.25 2.01  0.091
H -1.28 5.01 -3.31  0.118
H -4.59 3.95 -0.40  0.055
H 3.62 0.36 7.58  0.096
H 5.98 -0.04 2.70  0.104
H -0.72 5.45 -0.99  0.089
H -1.18 -0.78 3.13  0.035
H 0.99 2.36 4.91  0.094
H 5.22 -6.48 1.06  0.086
H 1.09 -1.10 4.40  0.102
H -2.82 -1.90 -1.29  0.131
H -3.10 4.42 -1.61  0.108
H 0.13 -4.51 4.74  0.091
H -1.06 -2.38 -5.64  0.114
H 0.33 5.10 -2.78  0.094
H -5.80 -0.49 1.95  0.075
H -4.53 -1.21 0.22  0.069
H -3.69 -1.17 -4.11  0.088
H -4.56 -1.57 -1.81  0.103
H 3.13 2.22 6.12  0.100
H -0.16 3.91 -0.77  0.092
H -0.94 -2.14 -3.24  0.108
H 3.56 -0.72 2.69  0.109
H 1.80 -4.23 5.13  0.072
H 0.35 -0.43 -6.38  0.091
H -2.71 0.02 2.86  0.029
H -6.97 1.57 2.19  0.048
H 0.81 5.55 -6.94  0.074
H 3.78 -4.32 1.07  0.106
H -1.04 0.61 1.14  0.118
H 6.49 2.45 2.49  0.086
H -3.33 -2.82 -3.49  0.114
H -1.47 2.03 2.11  0.093
H 0.81 -1.27 -4.84  0.119
H -2.68 4.54 0.07  0.126
H -2.00 -0.93 -5.81  0.092
H 0.23 4.23 -8.87  0.068
H 0.61 -2.99 5.51  0.063
H -0.79 2.17 -8.75  0.074
H -6.38 3.60 1.06  0.086
H 1.88 -1.38 8.01  0.108
H 0.57 5.17 -4.77  0.084
H 1.24 -4.77 2.20  0.119
H -1.15 0.77 -7.05  0.089
H 4.47 -8.38 -0.26  0.103
H -0.41 -1.06 7.02  0.071
H 2.34 -8.27 -1.54  0.099

The multiplicity is 1. As for the highest occupied orbital energy: -1.45 eV. The value obtained for the largest force on an atom is 3.33 eV/A. The total charge is -2. The calculation puts the orbital gap at 5.003 eV.